Record 1
This record from OMol25 describes a 6-piece molecular cluster, C24H47FNO21S5 overall in a non-equilibrium geometry. The level of theory is the ωB97M-V functional and the def2-TZVPD basis.

Structure (XYZ):
```
99
Properties=species:S:1:pos:R:3
C 1.621 -10.946 -2.708
C 0.814 -0.161 0.357
H -3.010 2.984 8.283
C 0.571 4.407 0.934
H -0.201 4.081 1.653
S 0.059 -5.356 -1.014
C -3.063 2.962 0.367
H -2.779 1.868 -2.000
H -2.846 1.507 -5.318
H 0.674 -2.507 -1.551
H 4.834 2.978 5.890
C 2.969 -10.349 -3.055
H -4.159 3.926 7.304
H 2.391 3.980 -1.407
H 1.351 5.363 -1.143
O -0.689 -4.045 -1.581
H -4.710 -0.812 -2.169
H -1.456 0.587 1.232
S 4.390 3.735 3.112
S 1.600 -8.582 -1.943
O 1.400 1.671 -1.335
O -1.417 0.741 6.644
H 0.953 -4.669 -3.704
S -1.300 -1.324 -6.421
H -2.795 3.986 0.668
C 6.047 2.261 4.245
O 5.032 2.267 3.238
H -3.379 -0.015 -2.992
C -3.712 2.293 1.615
H 7.000 2.506 3.772
O 4.913 4.370 1.960
C -1.003 1.568 1.015
H -0.249 -2.656 -3.065
O 5.087 4.379 4.410
H 1.564 4.417 1.395
H 1.869 -0.320 0.108
H 0.629 -0.774 1.258
H -4.152 0.605 -0.443
O 2.772 -8.935 -3.001
C -1.981 0.865 -5.471
O 1.097 -10.092 -1.689
H -2.798 -0.584 -0.133
H -3.212 2.704 2.501
O 1.464 -5.132 -1.769
H 1.226 0.531 2.770
H 0.904 4.199 -2.420
H 3.312 -10.645 -4.044
H 3.725 -10.618 -2.313
H -0.856 3.122 -1.964
C 1.299 -4.156 -2.804
C 1.239 1.456 2.186
N 1.189 2.206 -0.177
S -1.919 1.804 5.854
H 2.286 1.688 1.934
H 0.862 2.328 2.732
C -1.274 1.141 -6.781
H -1.093 2.151 1.941
C -0.929 3.378 -0.899
C 0.507 3.503 -0.334
O -0.402 -1.968 -5.531
O -1.990 1.730 4.440
F -1.167 0.683 -1.969
H -3.654 1.201 1.634
C 0.248 -3.209 -2.271
O -1.141 3.149 6.267
O -2.381 -0.508 -5.560
H 6.457 3.704 5.823
C -2.076 4.139 6.706
H -1.617 4.795 7.442
O -0.546 -0.058 -7.064
H 2.242 -3.656 -3.013
O 2.996 3.628 3.350
H 0.112 -0.523 -0.402
H -1.300 0.966 -4.621
H 0.940 -10.914 -3.562
C -2.232 1.253 -1.258
H -4.775 2.584 1.619
H -2.385 4.727 5.839
O 0.275 -5.196 0.380
H 6.116 1.280 4.709
H 0.244 5.407 0.616
C -3.630 -0.630 -2.112
C 5.626 3.334 5.227
O -3.369 2.222 6.411
H 1.699 -11.968 -2.346
H -0.598 1.990 -6.716
H -1.416 4.359 -0.820
O -0.571 -6.500 -1.561
C -3.219 0.166 -0.815
H -3.046 -1.553 -2.194
O -1.980 -2.023 -7.448
C -1.758 2.239 -0.159
O 2.193 -8.103 -0.748
H -1.988 1.306 -7.591
C -3.236 3.352 7.279
C 1.339 4.296 -1.419
H -3.776 3.033 -0.472
C 0.515 1.299 0.794
O 0.584 -7.869 -2.617
```

Summary:
Lowest unoccupied orbital energy (alpha / beta) = 0.0135 / 0.0135 Eh
HOMO (alpha / beta) = -8.06 / -9.02 eV
Spin multiplicity = 2
Frontier orbital gap (alpha / beta) = 0.30960 / 0.34487 Eh
Maximum force = 0.0605 Eh/bohr

Record 2
This record from OMol25 describes C24H47GaN2O12PS as an isolated structure. The level of theory is the ωB97M-V functional and the def2-TZVPD basis.

Structure (XYZ):
```
88
Properties=species:S:1:pos:R:3
O 6.789 0.046 1.458
H 6.883 -2.509 2.248
H 1.280 -0.470 -1.389
H 8.224 0.587 3.737
H -2.283 0.236 -5.237
H -3.821 -1.545 -1.793
H -0.251 -3.608 -1.791
C -3.511 -0.683 3.481
N -3.693 -0.248 2.155
H -4.968 1.689 -5.459
P -1.335 3.176 -0.723
H -1.261 -0.774 1.468
O -0.256 -1.857 -4.479
H -0.129 -1.855 -1.894
H -5.237 -0.036 0.799
S -1.188 -2.922 -3.749
C 7.103 1.353 1.327
H -2.631 3.365 -1.282
H 1.489 0.563 1.884
Ga -0.880 0.827 -0.566
C -2.896 -1.318 -1.251
C 7.521 -1.836 2.817
O -0.704 -4.213 -4.157
H -0.252 -1.021 -3.983
H 3.104 1.006 -0.614
O -3.250 4.637 -3.791
C -5.086 0.110 1.874
C -5.543 1.525 2.262
C -2.327 -1.580 3.751
H -3.203 -1.062 -0.231
H -1.707 -0.301 -2.799
H -3.776 2.492 -7.401
H -1.680 -2.715 -0.097
H 1.506 -2.085 3.123
N 3.534 -0.130 3.211
C 7.933 -0.654 1.983
H -2.600 -2.295 4.527
H 8.535 -0.970 1.125
H -5.725 -0.613 2.383
H -3.212 1.280 0.859
O -3.364 3.847 -5.897
H 1.589 -1.276 4.684
H -0.591 0.771 2.035
H -6.598 1.502 2.547
C -2.039 -2.593 -1.125
C -3.371 0.255 -5.299
H 1.830 -0.838 0.842
H -2.664 -3.470 -1.328
H 2.755 0.377 3.614
H 4.147 0.973 1.523
C -1.314 0.310 1.358
H -2.197 2.299 -6.593
C 3.563 0.076 1.737
C 2.112 1.047 -0.139
O -0.295 3.971 -1.479
C 2.162 0.170 1.117
H 6.949 -1.519 3.688
O -3.527 2.428 -4.191
H -2.000 -2.092 2.849
H -2.675 1.576 2.501
O 4.436 -2.192 3.604
H -5.436 2.232 1.437
C -3.372 3.729 -4.541
C -2.184 -0.090 -1.836
C 2.108 -1.983 4.032
C -0.808 -2.698 -2.023
O -4.283 -0.398 4.374
C -3.255 2.534 -6.448
H 1.186 1.146 -2.073
H -1.495 -0.966 4.111
H -3.753 -0.269 -4.425
H -4.989 1.893 3.126
C -2.729 0.805 1.721
H -2.957 0.652 -2.072
O -2.562 -2.625 -4.026
O 8.279 1.618 1.955
O 6.452 2.160 0.750
H 2.206 -2.954 4.517
C -3.877 1.672 -5.369
C 1.048 0.577 -1.144
C 8.629 0.466 2.729
H 8.409 -2.381 3.143
H -1.569 3.740 0.571
H 1.942 2.094 0.132
H 9.710 0.366 2.774
C 3.467 -1.469 3.620
H 4.107 -0.774 1.320
H -3.680 -0.293 -6.190
```

Summary:
Lowest unoccupied orbital energy = 0.0817 Eh
HOMO = -4.92 eV
Total charge = -1
Frontier orbital gap = 0.26260 Eh
Maximum force = 0.0189 Eh/bohr

Record 3
This record from OMol25 describes C24H47N2O17Zn as an isolated structure in a non-equilibrium geometry. The level of theory is the ωB97M-V functional and the def2-TZVPD basis.

Structure (XYZ):
```
91
Properties=species:S:1:pos:R:3
H 1.941 0.875 2.786
C 0.187 4.273 0.438
H 0.113 0.045 4.154
O -2.388 0.321 -4.076
H -0.173 4.910 -0.376
C 0.426 2.320 -3.657
C -3.678 3.530 -0.444
H 4.452 -4.258 -1.953
C -4.583 2.574 -1.083
O 0.706 -0.845 0.741
H -7.179 -4.059 -1.531
C -2.444 -3.018 -2.464
O 1.874 2.516 0.867
H -1.865 0.492 -0.796
H 1.245 2.184 -4.357
H 3.134 -5.417 -1.706
H 4.281 0.893 5.597
C 1.202 -1.615 -4.370
H -1.527 5.955 1.398
H 5.142 2.134 -2.426
O -3.432 -3.025 -1.449
H -0.814 5.989 3.026
H 0.192 -1.542 -3.968
Zn 2.087 -1.638 -0.479
O -0.545 1.362 -4.015
H 1.748 -0.911 -3.737
O 2.121 -2.473 5.474
O 0.435 -3.027 6.874
O -4.467 -4.692 -2.547
C 2.436 2.838 2.126
H -1.056 1.225 0.629
H -2.007 -3.997 -2.672
H 1.602 3.348 -0.917
C 3.841 0.547 4.661
O -5.302 -3.768 -0.680
H 1.738 -3.130 8.463
H -4.340 1.030 -3.802
H 1.239 -1.275 -5.399
C 2.483 -3.271 -3.293
C -1.295 0.297 0.109
O -2.278 2.265 -2.902
H -6.977 -4.511 0.187
H 3.090 -0.231 4.814
H -1.678 -2.272 -2.281
H -2.940 3.023 0.174
H 3.238 3.585 2.086
C -3.768 0.098 -3.814
H -2.924 -2.813 -3.426
H -3.158 4.040 -1.253
H 4.693 0.126 4.115
C 2.816 1.539 2.783
H 2.304 4.461 0.248
H 0.049 3.341 -3.716
C -0.971 5.374 2.144
O 2.584 -2.608 -2.255
C -0.069 -0.489 -0.204
O 3.067 -4.414 -3.502
O 0.044 -1.651 5.271
H 0.602 -4.514 8.236
O 3.195 1.693 4.128
H 3.577 1.049 2.156
O 0.244 -0.874 -1.359
C -4.412 -3.901 -1.643
H 1.323 -1.226 3.692
O 1.769 -2.919 -4.325
H -4.007 -0.350 -2.851
H -0.393 -1.395 3.294
C 3.521 1.108 -1.637
H -1.571 4.492 2.400
O 0.294 4.995 1.644
C 1.254 -3.796 7.753
C 0.970 -2.405 5.855
H -4.177 -0.460 -4.650
C 4.188 2.363 -1.947
H 4.346 3.028 -1.106
H 1.746 3.342 2.817
H 2.016 -4.342 7.198
H 4.404 -5.837 -2.812
C -6.513 -4.504 -0.798
C 3.826 -4.999 -2.442
H -6.289 -5.553 -0.994
C -1.808 1.403 -3.603
C 0.313 -1.019 4.036
N -5.326 1.869 -1.600
N 2.999 0.112 -1.417
H -4.248 4.216 0.178
H 0.762 2.118 -2.637
C 1.545 3.682 0.122
H -1.892 -0.250 0.841
H -0.518 3.442 0.578
H 3.607 2.869 -2.721
```

Summary:
Lowest unoccupied orbital energy = -0.1561 Eh
ΔE to the lowest compared entry with this formula, charge and spin = 0.00 kcal per mole
HOMO = -11.75 eV
Total charge = +1
Frontier orbital gap = 0.27551 Eh
Maximum force = 0.0470 Eh/bohr